Record 1
C5H17N9 | ωB97M-V/def2-TZVPD

## Properties
strongest force on any atom	6.8	eV/A
frontier orbital gap (spin up / spin down)	7.706 / 7.713	eV
HOMO energy (spin up / spin down)	-15.22 / -15.23	eV
energy	-18851.2836	eV
charge	+2
LUMO (spin up / spin down)	-0.27618 / -0.27611	hartree
ΔE to the lowest compared entry with this formula, charge and spin	50.9	kcal per mole

Element x y z (Å)
C (2.2514, 0.5730, 0.4884)
C (-1.1754, -2.1856, -0.5594)
C (-1.2557, -0.7865, -1.3481)
C (-2.3244, -2.0059, 0.5457)
C (-1.2531, 0.3264, -0.3610)
N (1.6041, 0.9641, 1.6243)
N (-0.7661, 1.4263, -1.0438)
N (-1.5890, 0.3512, 0.9004)
N (-0.8265, 2.5696, -0.4964)
N (-1.0814, 2.7810, 0.7639)
N (1.4690, 0.1175, -0.4484)
N (3.6282, 0.5856, 0.4888)
N (-2.1031, -0.7737, 1.3676)
N (2.0634, -0.6665, -1.4921)
H (-1.6834, -2.9649, -1.1009)
H (-0.2451, -2.6163, -0.0505)
H (-0.6505, -0.6172, -2.1151)
H (-2.2572, -0.8236, -1.7159)
H (-3.2187, -1.9326, 0.0185)
H (-2.3638, -2.7427, 1.2934)
H (2.1171, 0.6650, 2.4439)
H (2.6637, -1.4245, -1.0655)
H (-1.4948, 2.0059, 1.3195)
H (-0.6841, 3.3455, -1.2366)
H (-0.9032, 3.7554, 1.1192)
H (4.1320, 0.8279, 1.3908)
H (4.1734, 0.3890, -0.3494)
H (-2.6833, -0.7598, 2.2023)
H (0.5991, 0.9134, 1.5761)
H (2.6193, -0.2260, -2.2542)
H (1.2382, -1.0708, -1.9054)

Record 2
C5H17NO2 | ωB97M-V/def2-TZVPD

## Properties
strongest force on any atom	4.1	eV/A
frontier orbital gap	9.526	eV
SMILES	CCN(C)CC.O.O
HOMO energy	-8.67	eV
energy	-11043.7724	eV
LUMO	0.03165	hartree
ΔE to the lowest compared entry with this formula, charge and spin	57.3	kcal per mole

Element x y z (Å)
C (-2.0887, 0.4381, -1.2494)
C (-0.9992, 1.6066, -1.1639)
N (-0.1024, 1.1818, -0.0767)
C (-0.1185, 1.9198, 1.1686)
C (1.3551, 1.1440, -0.6741)
C (1.7227, -0.2643, -1.3358)
H (-1.6683, -0.5293, -1.6179)
H (-2.2223, 0.2306, -0.1859)
H (-3.0350, 0.7261, -1.7109)
H (-1.6886, 2.4782, -0.7206)
H (-0.4909, 1.9314, -2.0799)
H (-1.1606, 2.1400, 1.4762)
H (0.6351, 2.7267, 1.2249)
H (0.0476, 1.2022, 1.9915)
H (2.0276, 1.0899, 0.1440)
H (1.6189, 1.9600, -1.3828)
H (1.0497, -0.4376, -2.1734)
H (1.8713, -1.0132, -0.5613)
H (2.6975, 0.0146, -1.8912)
O (0.0853, -2.0813, 0.8003)
H (-0.2198, -1.3040, 0.3020)
H (-0.0134, -1.9304, 1.8578)
O (0.2749, -4.2028, 2.9458)
H (0.8416, -4.9251, 2.5780)
H (-0.4195, -4.1020, 2.3346)

Record 3
C5H17NO2 | ωB97M-V/def2-TZVPD

## Properties
strongest force on any atom	4.5	eV/A
frontier orbital gap	10.671	eV
SMILES	CCNC(C)C.O.O
HOMO energy	-9.89	eV
energy	-11044.1605	eV
LUMO	0.02857	hartree
ΔE to the lowest compared entry with this formula, charge and spin	48.3	kcal per mole

Element x y z (Å)
C (-1.7745, 0.2808, -1.9512)
C (-1.4512, -0.4025, -0.6210)
N (0.0375, -0.2415, -0.3890)
C (0.4309, -0.7196, 0.9347)
C (0.5888, -2.3101, 0.8386)
C (1.6979, 0.0776, 1.4216)
H (-2.8309, 0.2521, -2.2312)
H (-1.3620, 1.3764, -1.7679)
H (-1.2966, -0.0916, -2.8866)
H (-1.7796, -1.4467, -0.6630)
H (-2.1082, 0.0766, 0.1514)
H (0.3583, -0.9708, -1.0534)
H (-0.4396, -0.5869, 1.5358)
H (0.5730, -3.0053, 1.7384)
H (1.4947, -2.6425, 0.5082)
H (-0.2456, -2.7185, 0.2346)
H (2.2882, -0.4233, 2.2392)
H (1.4552, 1.1799, 1.5316)
H (2.5176, 0.0994, 0.6672)
O (1.3353, 2.0810, -1.6523)
H (1.5196, 2.3489, -2.5395)
H (0.9141, 1.0770, -1.6072)
O (-0.7779, 2.5249, 2.0810)
H (-0.7705, 2.4078, 1.1191)
H (-0.3744, 1.7770, 2.3611)

Record 4
C5H17NO2Ta | ωB97M-V/def2-TZVPD

## Properties
strongest force on any atom	3.0	eV/A
frontier orbital gap	8.498	eV
HOMO energy	-5.21	eV
energy	-12593.7443	eV
charge	-1
LUMO	0.12073	hartree

Element x y z (Å)
C (2.4519, 1.3687, 0.4038)
C (1.4708, 0.3576, -0.1592)
O (1.5055, 0.3247, -1.5834)
C (1.7672, -1.0419, 0.3426)
N (0.9322, -2.1096, -0.1804)
C (-0.4458, -1.7449, -0.4578)
C (-1.1890, -1.2989, 0.7727)
O (-2.4521, -0.7791, 0.3842)
Ta (-2.6208, 1.2275, 0.0055)
H (2.8586, 1.0419, 1.3539)
H (3.2648, 1.4930, -0.3019)
H (1.9732, 2.3266, 0.5588)
H (0.4695, 0.6521, 0.1394)
H (0.6516, 0.6478, -1.8845)
H (1.7141, -1.0263, 1.4290)
H (2.7991, -1.2727, 0.0866)
H (1.3518, -2.4640, -1.0218)
H (-0.5252, -0.9529, -1.1979)
H (-0.9676, -2.6081, -0.8589)
H (-0.6402, -0.5437, 1.3263)
H (-1.3334, -2.1538, 1.4318)
H (-4.0434, 1.4899, 1.1813)
H (-1.3212, 1.7266, 1.2549)
H (-1.2240, 1.2279, -1.2561)
H (-3.7572, 1.0662, -1.4539)
H (-2.6907, 3.0451, -0.3151)

Record 5
C5H17NO3 | ωB97M-V/def2-TZVPD

## Properties
strongest force on any atom	5.3	eV/A
frontier orbital gap	8.578	eV
SMILES	C/C=C/CNC.O.O.O
HOMO energy	-8.01	eV
energy	-13089.7743	eV
LUMO	0.02102	hartree
ΔE to the lowest compared entry with this formula, charge and spin	88.5	kcal per mole

Element x y z (Å)
C (-1.4976, 2.6109, -1.5534)
C (-0.8605, 1.5985, -0.6308)
C (-1.4545, 0.4557, -0.2167)
C (-0.7405, -0.2864, 0.8677)
N (-0.6195, 0.5756, 1.9713)
C (0.5178, 0.2356, 2.9547)
H (-1.5851, 3.6657, -1.0687)
H (-2.5310, 2.1699, -1.7805)
H (-0.9867, 2.8176, -2.5949)
H (0.1291, 1.9788, -0.3983)
H (-2.4801, 0.1790, -0.5826)
H (0.3242, -0.6594, 0.5796)
H (-1.0448, -1.3120, 0.7497)
H (-1.4865, 0.8281, 2.5170)
H (0.8953, -0.7352, 2.8743)
H (0.2885, 0.5692, 3.9052)
H (1.3552, 0.8553, 2.4352)
O (1.6755, -1.4033, -1.4484)
H (1.3373, -1.1462, -2.3934)
H (1.4917, -0.6963, -0.8995)
O (-0.2580, -1.5360, -3.1139)
H (-0.4219, -2.2914, -2.5250)
H (-1.2009, -1.2949, -3.2606)
O (2.2685, -1.2548, 1.7646)
H (2.7113, -0.9249, 0.9299)
H (2.2643, -2.1653, 1.5659)

Record 6
C5H17NO3 | ωB97M-V/def2-TZVPD

## Properties
strongest force on any atom	3.2	eV/A
frontier orbital gap	9.780	eV
SMILES	C/C=C/CNC.O.O.O
HOMO energy	-9.28	eV
energy	-13091.8783	eV
LUMO	0.01844	hartree
ΔE to the lowest compared entry with this formula, charge and spin	40.0	kcal per mole

Element x y z (Å)
C (-0.6709, -2.1812, -1.9255)
C (-0.6960, -1.5273, -0.5765)
C (0.3087, -1.3801, 0.2889)
C (0.1795, -1.0035, 1.7378)
N (-0.5125, 0.3495, 1.7719)
C (-0.6071, 0.8841, 3.1213)
H (0.3941, -2.4783, -2.0898)
H (-0.8760, -1.4121, -2.6747)
H (-1.3496, -3.0146, -1.9181)
H (-1.7376, -1.2498, -0.3732)
H (1.2518, -1.7324, -0.1205)
H (1.0790, -0.7298, 2.2772)
H (-0.4840, -1.7674, 2.1292)
H (-1.3866, 0.2880, 1.2685)
H (-0.8743, 0.1488, 3.8778)
H (-1.4175, 1.6381, 3.1784)
H (0.2846, 1.4630, 3.3969)
O (-1.2507, 1.6467, -0.8359)
H (-0.5457, 1.6537, -1.4774)
H (-0.8771, 1.1082, -0.1318)
O (0.6971, 0.2295, -3.4993)
H (0.1738, 0.9803, -3.8058)
H (1.4607, 0.5480, -3.0072)
O (2.2722, 1.7671, 0.6019)
H (2.2490, 2.5782, 0.0695)
H (1.4481, 1.6947, 1.0783)

Record 7
C5H17NO4 | ωB97M-V/def2-TZVPD

## Properties
strongest force on any atom	2.8	eV/A
frontier orbital gap	10.003	eV
SMILES	C[C@@H](C=O)N(C)C.O.O.O
HOMO energy	-9.49	eV
energy	-15138.9831	eV
LUMO	0.01879	hartree
ΔE to the lowest compared entry with this formula, charge and spin	54.5	kcal per mole

Element x y z (Å)
C (-0.9990, -1.4684, 2.2660)
C (-0.5885, -1.0573, 0.8456)
C (-1.7898, -1.3432, -0.0743)
O (-2.2119, -0.5409, -0.8580)
N (0.0630, 0.2658, 0.6763)
C (-1.0246, 1.2636, 1.1178)
C (1.2063, 0.3377, 1.5798)
H (-1.8058, -0.9262, 2.7509)
H (-0.1390, -1.4269, 2.9549)
H (-1.2694, -2.5283, 2.2099)
H (0.0650, -1.8622, 0.4198)
H (-2.1428, -2.3946, -0.0478)
H (-0.8431, 2.3282, 0.8942)
H (-1.8116, 1.1359, 0.3632)
H (-1.3728, 1.0905, 2.1190)
H (1.0456, 0.2135, 2.6400)
H (1.7943, 1.2355, 1.3829)
H (1.8662, -0.4863, 1.2906)
O (3.3476, -0.9522, -0.2774)
H (3.1027, -1.2316, -1.1705)
H (2.6428, -1.4217, 0.1771)
O (-0.1418, 0.1777, -2.8269)
H (-0.4856, 0.8295, -2.2136)
H (-0.9311, -0.0216, -3.3666)
O (1.0337, 2.8580, -1.8908)
H (0.6273, 1.9851, -1.9486)
H (1.7545, 2.7600, -1.2655)

Record 8
C5H17O5 | ωB97M-V/def2-TZVPD

## Properties
strongest force on any atom	1.4	eV/A
frontier orbital gap	7.325	eV
HOMO energy	-4.20	eV
energy	-15698.8947	eV
charge	-1
LUMO	0.11465	hartree
ΔE to the lowest compared entry with this formula, charge and spin	1.0	kcal per mole

Element x y z (Å)
C (-0.0292, -1.3040, 1.8234)
O (0.9291, -0.3236, 1.7481)
C (-1.0658, -1.2715, 0.6822)
C (-0.5645, -1.5680, -0.7429)
C (0.5589, -0.6691, -1.2293)
C (0.0956, 0.7105, -1.6595)
O (-0.0544, 0.8295, -3.1054)
H (0.4494, -2.2997, 1.8840)
H (-0.7053, -1.1865, 2.7030)
H (-1.9331, -1.9151, 0.8715)
H (-1.4584, -0.2521, 0.6453)
H (-1.4457, -1.5886, -1.4007)
H (-0.2359, -2.6147, -0.8142)
H (1.3237, -0.5653, -0.4588)
H (1.1693, -1.1832, -1.9900)
H (-0.8903, 0.8967, -1.2422)
H (0.8345, 1.4773, -1.4387)
H (0.6345, 0.2901, -3.5073)
H (3.6500, -0.8158, 2.2027)
H (2.1973, -0.8521, 2.3819)
O (3.0433, -1.4357, 2.6285)
H (0.4101, 1.1809, 1.9354)
H (-0.6930, 2.2590, 1.5191)
O (-0.1373, 1.9740, 2.2538)
H (-2.0242, 1.9671, -2.8177)
H (-2.5522, 3.0565, -1.8640)
O (-2.8326, 2.3740, -2.4852)